This record from the Open Molecules 2025 dataset describes 10 unconnected molecules or ions with the total composition C22H34BCl28F4IN2O9P2S. The level of theory is the ωB97M-V functional and the def2-TZVPD basis.

XYZ file:
```
104
C22H34BCl28F4IN2O9P2S (the ωB97M-V functional and the def2-TZVPD basis)
I 4.14 0.55 3.18
Cl 5.88 0.43 -3.85
Cl -2.62 -5.77 3.38
Cl -5.47 3.52 1.50
Cl -7.12 6.19 -1.51
Cl -7.28 0.52 -2.94
Cl -5.24 0.64 -0.89
Cl -0.41 4.38 -3.94
Cl -3.00 -2.27 -1.14
Cl -3.32 -2.46 -4.01
Cl -7.08 -2.13 0.98
Cl -1.91 -6.03 0.57
Cl -3.74 2.59 3.64
Cl -3.26 -3.49 6.92
Cl -5.35 -3.54 -2.24
Cl -9.09 4.85 0.13
Cl -1.92 -3.42 1.82
Cl -1.28 -2.56 5.02
Cl 0.27 6.80 -5.37
Cl 4.13 0.70 -6.17
Cl 3.68 2.30 -3.79
Cl -9.71 7.43 -1.06
Cl -6.30 1.30 3.18
Cl -6.11 3.07 -2.17
Cl -4.44 -1.16 1.68
Cl -0.89 -2.10 7.87
Cl 1.76 2.83 -1.24
Cl 2.00 5.81 -3.25
Cl -5.85 -2.93 3.49
S 1.61 -1.88 -2.19
P 3.02 1.23 -0.77
P -0.53 1.59 1.04
F 2.18 -2.15 2.54
F 1.04 -3.92 0.96
F 4.17 -2.69 1.79
F 2.80 -4.75 1.94
O -0.52 1.09 2.60
O 1.31 -3.21 -2.65
O 0.06 0.94 -3.91
O -0.77 0.80 -1.66
O 6.38 -3.99 -1.45
O 4.12 2.04 0.09
O 0.17 -1.23 -1.83
O -2.16 1.72 -3.33
O 1.94 -2.12 -0.61
N -2.11 1.13 0.58
N 0.00 -1.09 0.95
C -3.63 -3.24 -2.46
C 2.82 -1.35 0.28
C 4.16 -1.40 -0.51
C -5.42 2.82 3.11
C 5.52 -0.90 -0.06
C 0.34 0.06 -1.29
C 0.55 0.06 0.26
C 2.96 3.37 2.63
C -8.84 5.91 -1.25
C 6.59 -1.56 -0.95
C -1.62 -5.14 2.07
C -5.82 1.34 -2.38
C -1.55 -3.19 6.65
C 2.88 -2.46 1.43
C 0.34 5.98 -3.82
C 6.89 -3.00 -0.55
C -5.57 -2.51 1.80
C 1.99 2.32 2.08
C 2.39 -3.87 0.99
C 4.89 1.53 -4.82
C 2.32 0.80 2.04
C 2.14 0.15 0.59
B -0.94 1.14 -2.99
H 1.22 0.49 -1.77
H 7.50 -0.96 -0.88
H 1.11 2.40 2.71
H 3.92 2.98 0.20
H 5.54 2.30 -5.21
H 7.97 -3.15 -0.43
H -5.88 3.52 3.80
H -2.02 2.67 -3.37
H 3.95 3.36 2.18
H 3.05 3.31 3.71
H 0.89 1.39 -3.78
H -1.05 0.29 2.76
H -3.12 -4.19 -2.45
H 5.62 0.18 -0.15
H 0.08 -1.94 0.40
H 1.66 2.65 1.10
H 5.75 -1.17 0.96
H 2.51 4.34 2.42
H -2.76 1.22 1.35
H -0.22 6.56 -3.10
H -9.22 5.41 -2.13
H 6.57 -3.71 -2.35
H 4.28 -2.48 -0.69
H -0.58 -5.26 2.34
H -0.99 -0.99 1.13
H 3.97 -0.99 -1.51
H -1.02 -4.13 6.73
H 6.29 -1.52 -2.00
H 6.40 -3.23 0.39
H -5.11 -3.36 1.31
H -5.05 1.22 -3.13
H 2.81 -4.18 0.03
H -2.28 0.28 0.06
H 1.60 0.30 2.68
```

The multiplicity is 1. Its HOMO energy is -8.70 eV. The LUMO energy comes out at 0.072 eV. The energy comes out at -444463.299 eV.